Here is a molecular structure, C25H15IrN10S in a non-equilibrium geometry from the Open Molecules 2025 dataset. Energies are from wB97M-V/def2-TZVPD.

Last column: Löwdin spin population.
Geometry (Å):
Ir 0.14 0.69 -0.11  0.876
C -3.41 0.85 2.44  0.014
C -2.22 1.21 1.83  0.014
N -1.73 0.52 0.79  0.028
C -2.44 -0.55 0.34  0.010
C -3.63 -0.90 0.99  0.005
N -4.09 -0.20 2.01  0.005
C -1.80 -1.35 -0.70  0.064
C -2.37 -2.32 -1.48  0.043
C -1.58 -3.02 -2.42  0.124
C -0.20 -2.74 -2.46  0.033
C 0.32 -1.73 -1.69  0.066
N -0.49 -1.02 -0.86  0.211
C 1.68 -1.22 -1.70  0.009
C 2.79 -1.87 -2.25  0.007
N 3.99 -1.32 -2.25  0.004
C 4.15 -0.13 -1.69  0.019
C 3.09 0.52 -1.10  0.011
N 1.86 -0.01 -1.09  0.033
C -2.17 -3.96 -3.36  0.068
C -1.55 -4.23 -4.60  0.095
C -2.14 -5.12 -5.47  0.118
N -3.28 -5.68 -5.12  0.789
C -3.94 -5.48 -4.00  0.116
C -3.39 -4.61 -3.07  0.094
H -3.81 1.40 3.28  0.001
H -1.65 2.06 2.19  0.001
H -4.20 -1.77 0.69  0.000
H -3.44 -2.50 -1.41  0.002
H 0.46 -3.31 -3.11  0.001
H 2.69 -2.85 -2.70  0.000
H 5.14 0.31 -1.73  0.001
H 3.21 1.50 -0.65  0.000
H -0.65 -3.73 -4.92  0.008
H -1.70 -5.38 -6.42  0.018
H -4.88 -5.99 -3.83  0.018
H -3.91 -4.47 -2.14  0.008
N -0.36 1.81 -1.97  0.246
C -0.28 1.77 -3.13  0.050
C -0.18 1.70 -4.52  0.315
C 0.13 2.82 -5.30  0.026
N 0.43 3.75 -5.92  0.213
C -0.28 0.41 -5.09  0.027
N -0.34 -0.67 -5.49  0.184
S 1.94 4.27 2.13  0.001
C 0.54 4.72 1.27  0.000
C 0.03 3.66 0.60  0.000
N 0.74 2.49 0.77  0.012
C 1.78 2.68 1.55  0.009
H 0.16 5.73 1.29  0.000
H -0.85 3.67 -0.02  0.000
H 2.46 1.90 1.84  0.003

Output
* LUMO (alpha / beta): -6.3 / -8.9 eV
* relative energy (zero: lowest compared OMol25 entry of this formula, charge and spin): 0.000 eV
* spin multiplicity: 5
* HOMO level (alpha / beta): -0.4126 / -0.5227 Ha
* <S²>: 6.0722
* charge: +2
* strongest force on any atom: 1.125 eV Å⁻¹
* frontier orbital gap (alpha / beta): 4.936 / 5.349 eV

=====

Here is a molecular structure, C25H16F12N2O2ReS from the Open Molecules 2025 dataset. Energies are from wB97M-V/def2-TZVPD.

Last column: natural (NBO) charge in e.
Geometry (Å):
Re 0.11 -0.06 0.10  1.784
C -4.90 -4.27 -1.95  -0.665
C -3.79 -3.28 -1.79  0.081
C -3.44 -2.48 -2.85  -0.226
C -2.28 -1.65 -2.95  -0.097
C -1.76 -0.97 -1.89  -0.085
N -0.43 -0.65 -1.60  -0.349
C 0.61 -0.95 -2.52  0.091
C 0.63 -2.17 -3.20  -0.176
C 1.58 -2.42 -4.17  -0.184
C 2.52 -1.45 -4.50  0.120
C 3.55 -1.68 -5.55  -0.665
C 2.53 -0.24 -3.77  -0.106
C 1.64 0.01 -2.76  -0.079
C 1.73 1.31 -1.96  0.068
O 1.39 1.08 -0.60  -0.595
C 3.20 1.87 -1.85  0.980
F 3.26 2.77 -0.88  -0.279
F 4.01 0.86 -1.54  -0.294
F 3.58 2.42 -2.99  -0.286
C 0.78 2.41 -2.52  0.973
F 0.92 3.55 -1.88  -0.278
F -0.51 1.99 -2.32  -0.347
F 0.96 2.57 -3.81  -0.267
C -2.41 -2.44 0.13  -0.225
C -3.00 -3.42 -0.57  -0.082
C -1.31 -2.55 1.19  0.058
O -0.52 -1.39 1.22  -0.637
C -1.98 -2.65 2.60  0.978
F -2.82 -1.60 2.69  -0.320
F -2.68 -3.77 2.68  -0.277
F -1.10 -2.57 3.57  -0.261
C -0.33 -3.73 0.90  0.986
F 0.60 -3.79 1.83  -0.261
F 0.28 -3.44 -0.29  -0.333
F -0.94 -4.89 0.78  -0.276
H -5.60 -3.97 -2.72  0.264
H -5.45 -4.41 -1.01  0.260
H -4.49 -5.25 -2.22  0.277
H -3.98 -2.64 -3.78  0.277
H -1.76 -1.63 -3.90  0.284
H -0.08 -2.94 -2.93  0.237
H 1.60 -3.38 -4.67  0.260
H 3.31 -2.54 -6.17  0.253
H 4.52 -1.87 -5.08  0.275
H 3.67 -0.80 -6.18  0.262
H 3.28 0.49 -4.03  0.256
H -2.83 -4.44 -0.24  0.287
S -2.93 -0.88 -0.57  0.943
C -2.66 0.64 0.34  0.013
C -3.80 1.28 0.77  -0.161
C -3.67 2.54 1.36  -0.057
C -2.42 3.11 1.49  -0.173
C -1.31 2.40 1.06  0.115
N -1.43 1.18 0.50  -0.468
H -4.78 0.82 0.63  0.284
H -4.55 3.07 1.71  0.288
H -2.28 4.09 1.93  0.294
H -0.30 2.79 1.15  0.262

Output
* LUMO: -12.1 eV
* HOMO level: -0.6608 Ha
* charge: +3
* strongest force on any atom: 0.842 eV Å⁻¹
* frontier orbital gap: 5.846 eV

=====

Here is a molecular structure, C25H16F5MnN5O3S2Te in a non-equilibrium geometry from the Open Molecules 2025 dataset. Energies are from wB97M-V/def2-TZVPD.

Last column: Löwdin spin population.
Geometry (Å):
Mn 0.04 -0.70 -0.17  1.273
O 2.04 1.38 -2.33  -0.002
C 2.09 0.49 -1.53  0.001
N 1.30 -0.69 -1.63  -0.018
C 1.11 -1.36 -2.71  -0.010
C 1.94 -1.42 -3.87  0.001
C 1.49 -2.15 -4.90  -0.009
C 0.22 -2.88 -4.86  -0.002
C -0.58 -2.89 -3.78  -0.003
C -0.16 -2.12 -2.64  -0.010
N -0.76 -1.87 -1.52  -0.043
C -2.12 -2.35 -1.31  0.000
O -2.55 -3.37 -1.75  -0.002
C -2.84 -1.33 -0.54  -0.002
C -4.21 -1.26 -0.49  -0.002
C -4.78 -0.16 0.15  0.005
C -3.96 0.80 0.69  -0.002
C -2.58 0.64 0.62  0.001
N -2.04 -0.41 0.02  -0.039
C 2.78 0.46 -0.24  -0.001
C 3.94 1.13 0.06  -0.001
C 4.51 0.89 1.31  0.002
C 3.90 0.00 2.17  -0.002
C 2.70 -0.60 1.80  -0.001
N 2.15 -0.37 0.61  -0.034
H 2.88 -0.87 -3.91  0.000
H 2.08 -2.19 -5.81  0.000
H -0.08 -3.43 -5.73  0.000
H -1.50 -3.44 -3.77  0.000
H -4.80 -2.04 -0.96  0.000
H -5.86 -0.06 0.19  0.000
H -4.36 1.68 1.16  0.000
H -1.91 1.39 1.03  0.000
H 4.38 1.81 -0.66  0.000
H 5.43 1.38 1.59  0.000
H 4.32 -0.24 3.13  0.000
H 2.18 -1.29 2.46  0.000
S -0.04 -2.77 1.06  -0.098
C -0.25 -1.59 2.29  -0.009
N -0.18 -0.37 1.84  -0.026
C -0.21 0.60 2.84  -0.002
C -0.08 1.98 2.71  0.000
C -0.14 2.75 3.85  0.001
C -0.33 2.17 5.11  0.000
C -0.43 0.80 5.25  0.000
C -0.37 0.02 4.11  -0.001
S -0.42 -1.72 3.99  0.003
H 0.07 2.43 1.73  0.000
H -0.03 3.83 3.77  0.000
H -0.38 2.81 5.98  0.000
H -0.55 0.35 6.23  0.000
F -1.23 3.54 -0.82  0.001
Te -0.30 2.27 -1.83  0.002
F -0.12 3.17 -3.40  0.000
F 1.07 3.40 -1.25  0.000
F -0.36 0.77 -3.02  0.000
F -2.12 1.80 -1.99  0.002
O 0.00 1.20 -0.35  0.030

Output
* LUMO (alpha / beta): -9.0 / -9.0 eV
* relative energy (zero: lowest compared OMol25 entry of this formula, charge and spin): 0.769 eV
* spin multiplicity: 2
* HOMO level (alpha / beta): -0.5278 / -0.5286 Ha
* <S²>: 0.8708
* charge: +2
* strongest force on any atom: 2.702 eV Å⁻¹
* frontier orbital gap (alpha / beta): 5.381 / 5.433 eV

=====

Here is a molecular structure, C25H16N5O4S2V from the Open Molecules 2025 dataset. Energies are from wB97M-V/def2-TZVPD.

Last column: Löwdin spin population.
Geometry (Å):
V -0.55 0.27 0.14  1.889
O -1.88 3.88 1.63  0.022
C -1.53 2.73 1.39  0.009
N -1.31 2.11 0.22  -0.006
C -1.35 2.71 -1.06  -0.002
C -1.42 4.06 -1.36  0.000
C -1.43 4.46 -2.69  -0.003
C -1.38 3.53 -3.72  0.001
C -1.30 2.17 -3.44  -0.002
C -1.29 1.77 -2.11  0.004
N -1.24 0.45 -1.63  -0.026
C -1.40 -0.74 -2.24  0.002
O -1.31 -1.05 -3.41  0.007
C -1.86 -1.76 -1.19  0.010
C -2.36 -2.99 -1.55  0.000
C -2.94 -3.78 -0.57  0.011
C -3.00 -3.32 0.73  0.000
C -2.44 -2.08 1.02  0.013
N -1.89 -1.32 0.08  0.002
C -1.24 1.78 2.54  0.011
C -1.41 2.15 3.86  -0.002
C -1.08 1.25 4.86  0.010
C -0.57 0.01 4.51  -0.002
C -0.42 -0.30 3.17  0.010
N -0.76 0.56 2.21  0.002
H -1.48 4.78 -0.56  0.000
H -1.49 5.51 -2.92  0.000
H -1.39 3.86 -4.75  0.000
H -1.25 1.43 -4.22  0.000
H -2.30 -3.29 -2.59  0.000
H -3.35 -4.75 -0.82  0.001
H -3.45 -3.89 1.52  0.000
H -2.44 -1.69 2.03  0.000
H -1.80 3.14 4.06  0.000
H -1.20 1.52 5.90  0.001
H -0.28 -0.71 5.26  0.000
H -0.01 -1.25 2.84  0.001
O 1.54 1.19 -0.76  0.009
S 2.16 0.29 0.21  0.007
O 2.43 0.86 1.50  0.003
N 1.10 -0.97 0.32  0.003
C 1.70 -2.16 0.06  0.003
S 0.95 -3.62 0.15  0.011
C 3.12 -1.97 -0.37  0.000
C 4.03 -2.94 -0.75  0.000
C 5.31 -2.54 -1.12  0.000
C 5.68 -1.19 -1.10  0.001
C 4.78 -0.21 -0.71  0.000
C 3.51 -0.64 -0.36  0.001
H 3.73 -3.98 -0.76  0.000
H 6.03 -3.28 -1.42  0.000
H 6.68 -0.91 -1.39  0.000
H 5.05 0.83 -0.68  0.000

Output
* LUMO (alpha / beta): -0.7 / -0.7 eV
* relative energy (zero: lowest compared OMol25 entry of this formula, charge and spin): 0.235 eV
* spin multiplicity: 3
* HOMO level (alpha / beta): -0.2760 / -0.2816 Ha
* <S²>: 2.0173
* strongest force on any atom: 0.640 eV Å⁻¹
* frontier orbital gap (alpha / beta): 6.800 / 6.991 eV

=====

Q: Among the records above, which one has the lowest strongest force on any atom?
A: C25H16N5O4S2V